No. 1
Formula: C4H10N2
Source: the OMol25 dataset
Level of theory: ωB97M-V/def2-TZVPD

```
16
Properties=species:S:1:pos:R:3:forces:R:3
C 0.528 1.674 -0.931 -0.1 -0.5 -0.3
C -0.010 0.246 -1.142 1.0 -0.2 0.9
C 0.162 -1.008 1.215 1.4 -1.6 0.1
C -0.753 -0.267 0.112 -2.3 2.0 -1.9
N -1.726 -1.138 -0.233 0.4 -0.8 0.1
N 1.393 -0.452 1.190 0.0 0.5 1.4
H 1.484 1.826 -1.423 0.0 0.0 -0.4
H -0.188 2.395 -1.326 0.1 0.2 0.4
H 0.782 1.810 0.113 -0.4 0.3 0.2
H -0.718 0.156 -1.957 0.1 0.1 -0.2
H 0.846 -0.402 -1.325 -0.1 -0.3 -0.2
H -1.201 0.602 0.620 0.5 0.1 0.5
H -2.437 -1.196 0.504 0.2 -0.2 0.1
H -0.424 -0.997 2.127 -0.5 0.6 0.0
H 2.029 -1.171 1.562 0.2 0.0 -1.2
H 0.231 -2.078 0.896 -0.5 -0.2 0.5
```
Forces are in eV/Å.

The total energy is -267.71142 Ha. For the HOMO energy, the calculation gives -0.2994 Eh. The gap between HOMO and LUMO comes out at 5.937 eV. The value obtained for the strongest force on any atom is 3.533 eV Å⁻¹. The calculation puts the LUMO energy at -2.21 eV.

---

No. 2
Formula: C7H10
Source: the OMol25 dataset
Level of theory: ωB97M-V/def2-TZVPD

```
17
Properties=species:S:1:pos:R:3:forces:R:3
C 1.243 -0.904 1.040 -0.1 -0.1 0.0
C 1.307 0.224 0.040 -0.3 0.1 0.3
C 0.343 0.386 -1.099 -0.2 -0.3 -0.3
C -0.839 -0.648 -1.095 0.2 0.2 0.0
C -1.794 -0.046 -0.096 0.1 0.2 0.1
C -1.223 0.935 0.608 0.1 -0.1 -0.1
C 0.152 1.290 0.097 0.3 0.0 0.1
H 1.428 -1.895 0.608 0.0 0.2 0.0
H 1.982 -0.743 1.834 -0.1 0.0 -0.1
H 0.253 -0.904 1.500 0.1 -0.3 0.1
H 2.347 0.465 -0.231 -0.7 0.6 0.4
H 0.777 0.863 -1.979 -0.4 -0.6 -0.1
H -0.393 -1.572 -0.698 -0.3 0.0 0.0
H -1.366 -0.976 -2.005 0.5 0.6 -0.1
H -2.844 -0.330 -0.030 0.3 -0.2 0.2
H -1.749 1.499 1.376 0.3 0.0 -0.1
H 0.376 2.358 0.128 0.2 -0.3 -0.4
```
Forces are in eV/Å.

The total energy is -272.65643 Ha. For the HOMO energy, the calculation gives -0.3185 Eh. Its SMILES is C[C@@H]1[C@@H]2C=CC[C@H]12. The gap between HOMO and LUMO comes out at 9.854 eV. The value obtained for the strongest force on any atom is 0.989 eV Å⁻¹. The calculation puts the LUMO energy at 1.19 eV.

---

No. 3
Formula: C5H7NO
Source: the OMol25 dataset
Level of theory: ωB97M-V/def2-TZVPD

```
14
Properties=species:S:1:pos:R:3:forces:R:3
C -2.160 0.305 0.184 -0.2 0.1 0.0
C -0.764 -0.276 0.029 0.1 -0.1 0.1
C -0.841 -1.665 0.171 0.3 0.3 -0.1
O 1.616 -1.465 -0.147 -0.3 0.3 0.0
C 1.606 -0.226 -0.102 -0.2 -0.1 0.0
N 2.742 0.542 -0.063 0.0 -0.1 0.1
C 0.346 0.491 -0.080 -0.1 0.1 0.0
H -2.276 0.688 1.200 0.0 0.0 -0.1
H -2.955 -0.428 0.009 0.2 0.1 0.0
H -2.277 1.120 -0.532 0.0 -0.1 0.1
H -1.272 -2.159 -0.719 0.5 0.0 0.1
H 3.635 0.102 0.098 -0.2 -0.1 0.0
H 2.662 1.512 0.205 0.0 -0.3 -0.1
H 0.297 1.573 -0.089 0.0 -0.1 0.0
```
Forces are in eV/Å.

The total energy is -324.59637 Ha. For the HOMO energy, the calculation gives -0.3026 Eh. The gap between HOMO and LUMO comes out at 8.073 eV. The value obtained for the strongest force on any atom is 0.496 eV Å⁻¹. The calculation puts the LUMO energy at -0.16 eV.